Model 1:
The following is a quantum chemistry calculation of a 2-piece molecular cluster, C3H10N overall, from the Open Molecules 2025 dataset.

Output
orbital gap	10.08	eV
M	60.12	g mol⁻¹

Structure (ORCA input):
```
! wB97M-V def2-TZVPD RIJCOSX def2/J DEFGRID3
* xyz 1 1
C -2.90 0.80 -1.41
H -2.32 -0.05 -1.05
H -3.18 1.48 -0.61
H -3.84 0.55 -1.89
H -2.22 1.39 -2.02
C 1.11 -1.32 0.25
C 2.21 0.27 1.67
N 1.62 0.09 0.56
H 0.78 -1.33 -0.79
H 0.26 -1.40 0.92
H 1.97 -1.97 0.33
H 2.47 -0.57 2.25
H 2.58 1.25 1.93
H 1.48 0.80 -0.14
*
```

Now the natural (NBO) charges, all in e: -0.852, 0.190, 0.217, 0.237, 0.209, -0.425, 0.143, -0.377, 0.248, 0.249, 0.246, 0.224, 0.239, 0.452

***

Model 2:
The following is a quantum chemistry calculation of a 2-piece molecular cluster, C3H10N overall, from the Open Molecules 2025 dataset.

Output
orbital gap	10.29	eV
M	60.12	g mol⁻¹

Structure (ORCA input):
```
! wB97M-V def2-TZVPD RIJCOSX def2/J DEFGRID3
* xyz 1 1
N 0.99 -1.68 0.24
H 1.97 -1.65 -0.04
H 0.91 -1.42 1.22
H 0.44 -0.96 -0.31
H 0.60 -2.62 0.11
C -0.60 1.14 0.98
C -0.93 0.64 -0.39
C -0.16 0.82 -1.47
H 0.44 1.44 1.07
H -1.22 2.01 1.20
H -0.87 0.42 1.75
H -1.84 0.05 -0.52
H -0.53 0.50 -2.43
H 0.80 1.32 -1.40
*
```

Now the natural (NBO) charges, all in e: -0.892, 0.453, 0.451, 0.472, 0.454, -0.681, -0.198, -0.416, 0.219, 0.269, 0.215, 0.219, 0.229, 0.208

***

Model 3:
The following is a quantum chemistry calculation of a 2-piece molecular cluster, C3H10N overall, from the Open Molecules 2025 dataset.

Output
orbital gap	9.80	eV
M	60.12	g mol⁻¹

Structure (ORCA input):
```
! wB97M-V def2-TZVPD RIJCOSX def2/J DEFGRID3
* xyz 1 1
N 0.54 0.15 -2.31
H 1.13 -0.24 -1.58
H -0.20 0.66 -1.80
H 0.95 0.72 -3.07
H 0.18 -0.67 -2.80
C -1.25 -0.74 1.32
C -0.30 0.41 1.11
C 0.95 0.24 0.69
H -0.91 -1.21 2.25
H -2.25 -0.40 1.59
H -1.32 -1.41 0.47
H -0.60 1.41 1.40
H 1.76 0.97 0.65
H 1.36 -0.78 0.66
*
```

Now the natural (NBO) charges, all in e: -0.873, 0.473, 0.470, 0.462, 0.449, -0.675, -0.117, -0.540, 0.252, 0.240, 0.216, 0.219, 0.225, 0.198

***

Model 4:
The following is a quantum chemistry calculation of C3H10N as an isolated structure, from the Open Molecules 2025 dataset.

Output
orbital gap	3.37	eV
M	60.12	g mol⁻¹

Structure (ORCA input):
```
! wB97M-V def2-TZVPD RIJCOSX def2/J DEFGRID3
* xyz 1 1
C -0.83 0.39 0.28
H -2.00 3.36 2.59
H -1.05 3.62 3.38
H -1.34 -0.54 0.53
H -1.33 2.92 2.60
C 0.09 -1.05 -1.22
C 0.35 0.28 -0.68
N 1.18 -2.07 -0.98
H -0.64 -1.35 -1.94
H -0.05 0.99 -1.44
H 1.38 0.41 -0.37
H 2.02 -1.66 -0.57
H 0.91 -2.78 -0.29
H 1.31 -2.52 -1.88
*
```

Now the natural (NBO) charges, all in e: -0.184, 0.226, 0.242, 0.135, 0.072, -0.244, -0.617, -0.689, 0.227, 0.308, 0.224, 0.429, 0.424, 0.448

***

On energetic grounds, model 2 is preferred over the next structure by 41.9 kJ/mol.

***

Model 1:
The following is a quantum chemistry calculation of a 2-piece molecular cluster, C2H9NS overall, from the Open Molecules 2025 dataset.

Output
orbital gap (spin up / spin down)	8.57 / 4.12	eV
M	79.17	g mol⁻¹

Structure (ORCA input):
```
! wB97M-V def2-TZVPD RIJCOSX def2/J DEFGRID3
* xyz 1 2
N 0.68 -2.82 -2.93
H 0.33 -3.14 -3.82
H 0.57 -3.55 -2.24
H 0.08 -2.07 -2.61
C -0.86 0.08 1.90
S 0.45 0.79 0.95
C -0.51 1.67 -0.40
H -1.03 -1.01 1.71
H -0.64 0.20 2.96
H -1.78 0.63 1.71
H -1.58 1.63 -0.65
H 0.10 1.68 -1.31
H -0.32 2.68 0.05
*
```

Now the natural (NBO) charges, all in e: -1.064, 0.372, 0.358, 0.335, -0.841, 0.892, -0.777, 0.311, 0.289, 0.272, 0.290, 0.285, 0.279

***

Model 2:
The following is a quantum chemistry calculation of a 2-piece molecular cluster, C2H9NS overall, from the Open Molecules 2025 dataset.

Output
orbital gap (spin up / spin down)	6.82 / 0.84	eV
M	79.17	g mol⁻¹

Structure (ORCA input):
```
! wB97M-V def2-TZVPD RIJCOSX def2/J DEFGRID3
* xyz 1 2
S 3.61 0.41 4.69
H 2.50 0.12 4.17
C -0.79 0.68 -2.02
C -1.48 -0.46 -1.33
N -0.62 -0.59 -0.02
H -1.19 0.60 -3.02
H -0.98 1.69 -1.63
H 0.35 0.43 -2.13
H -2.58 -0.05 -1.21
H -1.61 -1.41 -1.66
H 0.05 -1.30 -0.06
H -1.39 -0.97 0.64
H 4.11 0.85 3.56
*
```

Now the natural (NBO) charges, all in e: 0.682, 0.147, -0.610, -0.214, -0.869, 0.208, 0.224, 0.195, 0.186, 0.189, 0.344, 0.347, 0.170

***

On energetic grounds, model 1 is preferred over the next structure by 264.9 kJ/mol.